{"formula": "C60H53BN3O19P", "method": "ωB97M-V/def2-TZVPD", "max_force_ev_per_a": 2.078, "molar_mass_g_mol": 1161.9, "gap_ev": 7.02, "multiplicity": 1, "smiles": "CCNc1ccc(CC(=O)OC(C)=O)c2c1C(=O)c1c(B(O)CC)cc(P(N)O)c(CCN)c1C2=O.O=C1C=CC(=O)C=C1.O=C1C=CC(=O)C=C1.O=C1C=CC(=O)C=C1.O=C1C=CC(=O)C=C1.O=C1C=CC(=O)C=C1.O=C1C=CC(=O)C=C1", "elements": ["C", "C", "N", "C", "C", "C", "C", "C", "C", "O", "O", "C", "C", "O", "C", "C", "C", "O", "C", "C", "B", "O", "C", "C", "C", "C", "P", "N", "O", "C", "C", "C", "N", "C", "C", "O", "H", "H", "H", "H", "H", "H", "H", "H", "H", "H", "H", "H", "H", "H", "H", "H", "H", "H", "H", "H", "H", "H", "H", "H", "H", "H", "H", "H", "H", "O", "C", "C", "C", "C", "O", "C", "C", "H", "H", "H", "H", "O", "C", "C", "C", "C", "O", "C", "C", "H", "H", "H", "H", "O", "C", "C", "C", "C", "O", "C", "C", "H", "H", "H", "H", "O", "C", "C", "C", "C", "O", "C", "C", "H", "H", "H", "H", "O", "C", "C", "C", "C", "O", "C", "C", "H", "H", "H", "H", "O", "C", "C", "C", "C", "O", "C", "C", "H", "H", "H", "H"], "positions_angstrom": [[5.025, 0.057, 1.303], [3.884, 0.872, 1.925], [3.296, 1.898, 1.059], [2.986, 1.503, -0.264], [3.884, 1.689, -1.313], [3.599, 1.312, -2.612], [2.370, 0.747, -2.938], [2.056, 0.352, -4.358], [2.296, -1.109, -4.661], [1.799, -1.663, -5.564], [3.174, -1.814, -3.807], [4.481, -1.493, -4.051], [5.382, -1.614, -2.871], [4.844, -1.126, -5.129], [1.450, 0.577, -1.904], [1.742, 0.940, -0.588], [0.678, 0.722, 0.435], [0.916, 0.278, 1.526], [-0.702, 1.064, -0.032], [-1.633, 1.701, 0.789], [-1.387, 2.097, 2.305], [-1.248, 3.441, 2.606], [-1.275, 1.052, 3.477], [-1.758, -0.372, 3.141], [-2.850, 2.012, 0.187], [-3.153, 1.704, -1.135], [-4.781, 2.276, -1.752], [-4.692, 3.990, -1.559], [-5.846, 1.848, -0.563], [-2.238, 1.020, -1.951], [-2.535, 0.667, -3.389], [-3.782, -0.230, -3.630], [-4.064, -1.217, -2.593], [-0.998, 0.718, -1.357], [0.082, 0.025, -2.132], [-0.110, -0.918, -2.858], [5.668, 0.742, 0.750], [5.644, -0.392, 2.075], [4.657, -0.688, 0.602], [3.126, 0.206, 2.322], [4.310, 1.402, 2.775], [3.840, 2.747, 1.074], [4.832, 2.151, -1.068], [4.304, 1.437, -3.420], [1.001, 0.498, -4.545], [2.637, 0.928, -5.074], [4.973, -2.281, -2.118], [5.507, -0.642, -2.406], [6.337, -1.994, -3.215], [-1.962, 3.803, 3.137], [-1.768, 1.417, 4.381], [-0.217, 0.973, 3.733], [-2.840, -0.446, 3.218], [-1.355, -1.089, 3.852], [-1.431, -0.670, 2.153], [-3.582, 2.523, 0.806], [-4.080, 4.187, -0.763], [-4.199, 4.378, -2.357], [-6.712, 2.072, -0.923], [-2.695, 1.609, -3.922], [-1.702, 0.187, -3.877], [-4.650, 0.388, -3.814], [-3.611, -0.771, -4.560], [-4.418, -0.752, -1.767], [-3.197, -1.702, -2.388], [-4.035, -8.423, -2.655], [-3.608, -7.312, -2.424], [-4.485, -6.247, -1.877], [-4.015, -5.028, -1.625], [-2.594, -4.684, -1.880], [-2.167, -3.574, -1.648], [-1.716, -5.747, -2.428], [-2.186, -6.966, -2.680], [-5.517, -6.520, -1.698], [-4.636, -4.234, -1.229], [-0.685, -5.472, -2.608], [-1.565, -7.757, -3.079], [7.678, -0.810, -9.373], [7.303, 0.216, -8.847], [7.792, 1.540, -9.311], [7.385, 2.667, -8.734], [6.422, 2.650, -7.603], [6.051, 3.681, -7.081], [5.934, 1.328, -7.141], [6.341, 0.200, -7.717], [8.493, 1.531, -10.137], [7.729, 3.642, -9.056], [5.234, 1.334, -6.315], [5.991, -0.771, -7.390], [-9.552, 7.074, 2.322], [-8.415, 6.782, 2.021], [-8.064, 5.413, 1.567], [-6.815, 5.093, 1.239], [-5.722, 6.093, 1.313], [-4.585, 5.798, 1.012], [-6.070, 7.462, 1.766], [-7.319, 7.781, 2.094], [-8.878, 4.700, 1.520], [-6.536, 4.101, 0.904], [-5.256, 8.175, 1.813], [-7.596, 8.773, 2.427], [-3.719, -2.735, 4.286], [-3.474, -3.279, 5.341], [-4.309, -3.035, 6.546], [-4.038, -3.629, 7.704], [-2.892, -4.562, 7.838], [-2.642, -5.109, 8.892], [-2.057, -4.807, 6.638], [-2.328, -4.211, 5.479], [-5.140, -2.351, 6.424], [-4.632, -3.466, 8.594], [-1.225, -5.488, 6.765], [-1.733, -4.374, 4.589], [-0.270, -8.727, 13.629], [-0.106, -8.166, 12.567], [-0.981, -7.048, 12.138], [-0.801, -6.434, 10.971], [0.288, -6.845, 10.047], [0.461, -6.291, 8.982], [1.164, -7.966, 10.476], [0.982, -8.577, 11.643], [-1.767, -6.765, 12.826], [-1.430, -5.618, 10.641], [1.950, -8.250, 9.788], [1.609, -9.394, 11.975], [4.815, 8.560, -3.854], [4.823, 7.362, -4.033], [5.813, 6.489, -3.351], [5.823, 5.174, -3.549], [4.846, 4.525, -4.457], [4.854, 3.325, -4.636], [3.859, 5.395, -5.140], [3.848, 6.710, -4.943], [6.515, 6.983, -2.692], [6.536, 4.519, -3.063], [3.159, 4.900, -5.800], [3.136, 7.365, -5.430]], "atomic_forces_ev_per_a": [[-0.16, 0.64, -0.20], [0.65, -0.10, 0.37], [-0.32, -0.21, -0.08], [-0.32, -0.18, -0.13], [0.23, 0.21, 0.14], [-0.43, -0.15, -0.21], [0.06, 0.01, 0.23], [0.16, -0.25, 0.84], [0.24, 0.07, 0.13], [-0.70, -0.77, -0.97], [0.27, 0.73, 0.33], [-0.20, -0.16, 0.42], [-0.09, -0.67, 0.23], [0.10, 0.45, -0.58], [-0.02, 0.14, 0.08], [0.41, 0.04, 0.00], [0.00, 0.13, -0.46], [-0.03, 0.03, 0.58], [-0.09, -0.08, -0.28], [0.49, -0.17, -0.12], [0.37, -0.06, 0.64], [-0.60, 0.08, -0.77], [-0.47, -0.63, -0.42], [0.02, 0.32, 0.52], [0.34, -0.01, 0.36], [-0.54, -0.04, 0.72], [-0.34, 0.25, -2.03], [0.81, -0.63, 0.69], [0.61, 0.26, 0.46], [0.25, -0.22, 0.37], [-0.58, 0.42, -0.22], [0.23, -0.27, -0.06], [-0.02, 0.28, -0.58], [-0.37, 0.08, -0.28], [0.09, 0.20, 0.39], [-0.02, -0.27, -0.37], [0.17, -0.04, -0.09], [-0.10, -0.29, 0.06], [0.04, -0.20, 0.01], [-0.27, 0.05, -0.12], [-0.14, 0.14, 0.13], [0.19, -0.07, -0.12], [0.12, 0.00, -0.13], [0.25, 0.25, 0.11], [-0.14, 0.10, -0.33], [0.08, 0.10, -0.02], [-0.09, -0.08, 0.03], [0.05, 0.19, -0.07], [0.17, 0.10, 0.03], [0.34, 0.04, 0.43], [-0.02, 0.13, 0.07], [0.20, 0.32, -0.07], [-0.13, -0.05, -0.22], [0.05, -0.12, 0.04], [-0.05, -0.11, -0.18], [-0.19, 0.07, -0.14], [-0.36, 0.45, 0.11], [-0.29, 0.03, -0.22], [-0.14, -0.18, 0.09], [-0.07, 0.05, -0.09], [0.29, -0.03, 0.19], [-0.25, 0.07, 0.20], [0.10, -0.04, -0.08], [0.20, -0.17, 0.21], [-0.16, -0.13, 0.45], [0.01, 0.00, 0.01], [-0.02, -0.02, -0.01], [0.02, 0.05, 0.02], [-0.07, -0.03, 0.01], [-0.05, 0.02, -0.01], [0.10, 0.02, 0.03], [0.02, -0.05, -0.01], [0.03, 0.03, 0.01], [0.01, -0.04, -0.02], [0.03, 0.04, -0.03], [-0.01, 0.04, 0.00], [-0.03, -0.02, -0.01], [0.02, 0.02, -0.01], [-0.02, -0.02, 0.02], [0.01, 0.06, 0.00], [0.04, -0.02, -0.03], [-0.01, -0.02, 0.01], [0.12, 0.08, -0.25], [-0.06, -0.02, 0.04], [-0.01, -0.01, -0.01], [0.00, -0.04, 0.00], [-0.02, 0.02, 0.02], [0.03, 0.03, 0.01], [0.01, 0.00, 0.02], [0.01, 0.00, 0.00], [-0.05, 0.00, 0.00], [0.05, -0.02, -0.01], [-0.05, -0.05, 0.01], [-0.07, -0.07, -0.05], [0.15, 0.02, 0.09], [-0.02, 0.04, 0.00], [0.05, 0.01, -0.01], [-0.03, 0.03, 0.02], [0.05, 0.02, -0.02], [0.02, -0.02, -0.01], [-0.04, -0.01, 0.00], [-0.07, -0.03, 0.01], [0.03, 0.00, -0.04], [0.00, -0.01, 0.05], [-0.03, 0.03, -0.01], [0.08, -0.03, -0.05], [-0.21, 0.07, 0.00], [0.03, -0.02, -0.08], [0.01, -0.03, 0.04], [0.01, 0.00, -0.04], [0.02, -0.02, 0.02], [0.00, 0.01, 0.07], [-0.02, 0.03, -0.02], [0.01, 0.00, -0.01], [-0.04, -0.02, 0.04], [0.05, 0.00, -0.07], [0.00, 0.09, 0.10], [-0.04, 0.02, -0.02], [0.03, -0.01, 0.00], [0.01, -0.04, 0.03], [0.04, 0.00, -0.05], [0.01, -0.02, 0.03], [0.07, -0.09, -0.03], [-0.01, 0.03, -0.02], [-0.02, 0.00, 0.03], [0.00, 0.03, 0.01], [0.00, 0.00, -0.02], [0.01, -0.05, 0.01], [0.01, 0.03, -0.01], [-0.02, -0.11, -0.07], [-0.11, 0.02, 0.28], [0.00, 0.05, 0.01], [-0.02, -0.06, -0.01], [-0.02, 0.04, -0.01], [-0.01, -0.03, -0.03], [0.04, -0.03, -0.01], [0.02, 0.03, 0.01]]}


{"formula": "C27H59BrN3O11P4", "method": "ωB97M-V/def2-TZVPD", "total_charge": 1, "max_force_ev_per_a": 3.044, "molar_mass_g_mol": 805.6, "gap_ev": 8.15, "multiplicity": 1, "elements": ["C", "C", "C", "P", "O", "Br", "C", "N", "C", "N", "P", "C", "O", "N", "C", "C", "C", "C", "C", "C", "C", "C", "C", "C", "C", "C", "C", "C", "O", "C", "H", "H", "H", "H", "H", "H", "H", "H", "H", "H", "H", "H", "H", "H", "H", "H", "H", "H", "H", "H", "H", "H", "H", "H", "H", "H", "H", "H", "H", "H", "H", "H", "H", "H", "H", "H", "H", "H", "H", "H", "H", "C", "O", "P", "O", "O", "C", "O", "C", "H", "H", "H", "H", "H", "H", "H", "H", "H", "C", "O", "P", "O", "O", "C", "O", "C", "H", "H", "H", "H", "H", "H", "H", "H", "H"], "positions_angstrom": [[-0.070, -0.175, 2.006], [-1.163, -0.330, 1.483], [-2.438, -0.470, 0.828], [-3.590, 0.908, 1.581], [-4.335, 1.662, 0.324], [-2.315, 2.492, 2.513], [-3.033, -1.788, 1.403], [-3.729, -2.580, 0.376], [-4.421, -1.675, -0.431], [-5.729, -1.620, -0.276], [-6.618, -2.699, 0.820], [-8.159, -1.708, 1.002], [-7.011, -4.038, -0.020], [-3.719, -0.912, -1.220], [-4.195, -0.643, -2.572], [-3.837, -1.677, -3.670], [-2.464, -1.470, -4.323], [-4.120, -3.119, -3.259], [-2.374, -0.482, -0.725], [-1.339, -1.577, -1.163], [-1.958, 0.827, -1.403], [-0.780, 1.632, -0.870], [0.625, 1.032, -0.993], [1.181, 0.987, -2.422], [2.449, 0.103, -2.443], [2.065, -1.364, -2.561], [3.287, -2.286, -2.664], [2.927, -3.656, -2.083], [3.193, -3.624, -0.692], [2.135, -4.056, 0.127], [0.837, -0.137, 2.539], [-5.231, 1.328, 0.238], [-2.270, -2.398, 1.862], [-3.748, -1.567, 2.191], [-3.091, -3.124, -0.189], [-6.237, -0.910, -0.791], [-8.943, -2.088, 0.354], [-8.439, -1.682, 2.043], [-7.946, -0.684, 0.702], [-6.860, -4.774, 0.580], [-5.279, -0.688, -2.550], [-3.995, 0.334, -2.990], [-4.558, -1.447, -4.449], [-2.558, -1.769, -5.361], [-2.166, -0.430, -4.328], [-1.713, -2.122, -3.894], [-3.270, -3.641, -2.831], [-4.400, -3.674, -4.146], [-4.999, -3.160, -2.621], [-0.854, -2.061, -0.323], [-1.857, -2.362, -1.702], [-0.635, -1.180, -1.869], [-1.730, 0.576, -2.436], [-2.811, 1.494, -1.478], [-0.759, 2.563, -1.428], [-0.918, 1.929, 0.162], [0.720, 0.060, -0.527], [1.283, 1.685, -0.426], [0.451, 0.633, -3.148], [1.506, 1.997, -2.654], [3.156, 0.413, -3.199], [2.916, 0.253, -1.471], [1.499, -1.711, -1.701], [1.416, -1.472, -3.432], [4.078, -1.869, -2.053], [3.614, -2.382, -3.694], [1.877, -3.848, -2.306], [3.505, -4.447, -2.559], [2.152, -3.458, 1.035], [2.253, -5.093, 0.433], [1.155, -3.909, -0.327], [3.155, 0.537, 7.086], [2.035, -0.348, 7.142], [0.537, 0.155, 7.323], [-0.434, -0.860, 6.959], [0.448, 1.503, 6.474], [0.429, 1.371, 5.053], [0.399, 0.652, 8.813], [0.983, 1.862, 9.304], [3.594, 0.485, 6.090], [2.883, 1.571, 7.293], [3.895, 0.209, 7.813], [0.106, 0.375, 4.751], [1.427, 1.569, 4.656], [-0.265, 2.103, 4.648], [1.000, 2.641, 8.543], [1.993, 1.669, 9.666], [0.375, 2.207, 10.136], [4.756, 4.995, -1.198], [4.533, 3.702, -1.766], [5.473, 3.076, -2.890], [5.295, 1.639, -3.025], [6.945, 3.537, -2.510], [7.576, 2.910, -1.385], [5.163, 3.871, -4.216], [5.588, 5.218, -4.450], [5.016, 4.876, -0.146], [5.558, 5.537, -1.694], [3.835, 5.570, -1.270], [7.122, 1.947, -1.158], [7.499, 3.566, -0.517], [8.625, 2.761, -1.627], [6.549, 5.426, -3.982], [4.834, 5.916, -4.083], [5.692, 5.349, -5.523]], "atomic_forces_ev_per_a": [[-2.78, -0.70, -1.01], [2.88, 0.70, 0.68], [-0.11, 0.97, 0.31], [-0.96, -0.31, 1.15], [0.86, 0.06, -0.39], [-0.28, -0.21, -0.71], [-0.34, -0.40, 0.03], [-0.24, 0.39, 0.51], [0.08, -1.19, 0.52], [-1.32, -0.29, -0.66], [0.62, -0.10, 2.27], [0.68, 0.08, -1.29], [-0.38, 0.72, -0.64], [0.23, 1.23, -0.90], [-1.00, -0.15, -1.01], [0.52, 0.23, 0.30], [-0.60, -0.55, -0.19], [-0.20, 0.24, -0.49], [1.72, -1.37, -0.34], [-0.77, -0.19, 0.11], [-0.55, 0.37, -0.36], [0.59, -0.27, 0.34], [-0.22, 0.19, -0.50], [0.96, -0.02, 0.71], [-1.24, -0.05, 0.44], [0.80, 0.10, -0.33], [-0.85, -0.33, 0.14], [0.71, 0.35, -0.52], [-0.60, 0.04, -0.12], [0.22, 0.12, 0.53], [0.54, 0.10, 0.15], [-0.26, 0.15, 0.24], [0.27, -0.16, -0.06], [-0.14, 0.09, 0.13], [0.20, 0.18, -0.05], [0.09, -0.03, -0.11], [-0.27, -0.08, 0.10], [-0.15, -0.26, 0.23], [-0.10, 0.23, 0.03], [0.17, -0.30, -0.10], [-0.23, 0.07, 0.25], [0.46, 0.37, 0.59], [-0.27, 0.23, -0.07], [0.14, -0.07, -0.26], [0.22, 0.16, 0.12], [0.33, 0.18, 0.20], [0.08, 0.03, 0.33], [0.07, -0.24, -0.19], [-0.03, -0.20, 0.34], [0.37, 0.17, 0.09], [-0.13, -0.18, -0.12], [0.51, 0.15, 0.04], [0.06, -0.16, -0.21], [-0.16, 0.11, 0.26], [-0.16, 0.19, -0.20], [-0.29, -0.03, 0.19], [-0.18, -0.27, 0.12], [0.18, 0.08, 0.16], [-0.13, 0.07, -0.21], [-0.32, 0.25, -0.43], [0.12, -0.04, -0.23], [0.46, 0.04, 0.02], [-0.20, 0.24, 0.32], [-0.07, -0.24, -0.17], [0.39, 0.01, -0.05], [0.20, 0.08, -0.14], [-0.20, -0.19, 0.20], [0.15, -0.19, 0.08], [0.06, 0.10, 0.16], [-0.07, -0.29, -0.14], [-0.10, -0.06, -0.24], [0.15, 0.03, -0.01], [-0.09, 0.03, -0.14], [0.12, -0.04, 0.25], [-0.07, -0.32, -0.09], [0.04, 0.10, 0.17], [0.12, 0.06, -0.21], [-0.11, 0.29, -0.25], [0.11, 0.13, 0.18], [-0.02, -0.03, 0.00], [-0.05, -0.01, 0.00], [-0.04, -0.03, 0.02], [-0.08, -0.01, 0.10], [0.00, 0.00, 0.02], [-0.01, 0.02, 0.09], [-0.02, -0.06, -0.05], [0.00, -0.02, -0.03], [-0.05, -0.11, 0.00], [-0.02, 0.10, 0.11], [0.04, -0.14, 0.06], [0.01, 0.07, -0.06], [-0.28, -0.14, 0.07], [-0.07, 0.17, -0.13], [0.11, -0.03, 0.21], [0.35, 0.01, 0.05], [-0.03, 0.22, -0.10], [-0.01, -0.03, -0.01], [0.02, -0.04, -0.03], [-0.01, -0.03, -0.04], [-0.03, 0.00, -0.09], [-0.02, 0.01, -0.02], [-0.01, 0.04, -0.08], [-0.01, -0.07, 0.04], [0.00, -0.02, 0.03], [-0.06, -0.10, -0.01]]}


| no. | LUMO (eV) |
| --- | --- |
| 1 | -1.641 |
| 2 | -3.009 |